Formula: C31H37N3OPtSb2
Source: the OMol25 dataset
Level of theory: ωB97M-V/def2-TZVPD

Geometry (Å):
Pt -0.30753 -0.91357 0.28572
O 1.15566 -1.57670 3.98473
C 0.60680 -1.16283 2.99376
N 0.96458 -1.42579 1.70495
C 2.00040 -2.38624 1.41368
C 2.03291 -2.59217 -0.07165
C 3.06647 -3.26243 -0.70476
C 2.97232 -3.56221 -2.04943
C 1.81523 -3.21283 -2.73631
C 0.83541 -2.52244 -2.06577
N 0.94890 -2.17131 -0.77040
C -0.60143 -0.23830 3.05098
C -1.05253 0.28751 4.23964
C -2.16426 1.12016 4.22813
C -2.79090 1.39123 3.02110
C -2.28991 0.82912 1.86204
N -1.21375 0.03778 1.87765
H 2.96590 -2.05635 1.80420
H 1.78889 -3.35162 1.89045
H 3.92764 -3.56132 -0.12231
H 3.77536 -4.08386 -2.55245
H 1.67196 -3.47374 -3.77543
H -0.09319 -2.25907 -2.54873
H -0.52590 0.02257 5.14699
H -2.53849 1.54904 5.14821
H -3.66102 2.03026 2.96860
H -2.73914 1.02469 0.89893
C 1.04317 4.09161 1.76162
Sb 1.38956 2.14569 0.95638
C 3.04214 1.62585 2.20652
C 2.45772 2.70717 -0.84595
C 1.54894 3.60062 -1.63260
C 1.61763 4.97972 -1.43478
C 0.78588 5.85644 -2.10879
C -0.14559 5.36796 -3.01521
C -0.22638 4.00399 -3.22964
C 0.60081 3.10707 -2.54974
C 0.46469 1.65146 -2.89488
Sb -0.98605 0.48326 -1.79780
C -1.72905 -0.59367 -3.48105
C -2.58915 1.83308 -1.52529
H 1.98556 4.63097 1.85045
H 0.60695 3.97787 2.75400
H 0.35662 4.65315 1.13196
H 3.75121 2.45277 2.19682
H 3.53637 0.72412 1.84728
H 2.70464 1.45664 3.22856
H 2.69174 1.77740 -1.36494
H 3.39693 3.19739 -0.59355
H 2.35794 5.37217 -0.74735
H 0.87518 6.92124 -1.93916
H -0.78459 6.04451 -3.56606
H -0.92921 3.62385 -3.96404
H 1.40409 1.09958 -2.91830
H -0.00006 1.55900 -3.87898
H -2.31573 0.12611 -4.05179
H -2.37341 -1.43035 -3.21785
H -0.90357 -0.93903 -4.10098
H -2.81600 2.25738 -2.50219
H -2.30249 2.63523 -0.84672
H -3.46786 1.31163 -1.14678
C -2.16819 -1.92540 -0.08999
C -1.92649 -3.23825 0.51839
C -1.99916 -3.40117 1.90650
C -1.74451 -4.63328 2.48039
C -1.42488 -5.71876 1.67259
C -1.36847 -5.57498 0.29091
C -1.61601 -4.34087 -0.28315
H -2.89081 -1.31077 0.43788
H -2.40322 -1.98483 -1.14774
H -2.27329 -2.56040 2.53545
H -1.80934 -4.75535 3.55326
H -1.23635 -6.68546 2.12046
H -1.14682 -6.42963 -0.33427
H -1.59144 -4.23230 -1.36238

Force components x, y, z for each atom (eV/Å):
Pt 0.3 -0.3 -0.1
O 0.0 0.0 0.1
C -0.1 0.2 -0.2
N -0.3 0.1 0.5
C 0.0 0.0 -0.1
C -0.2 0.0 0.1
C 0.0 -0.1 0.0
C 0.0 0.0 0.0
C 0.0 0.0 0.0
C -0.1 0.0 0.1
N 0.2 0.1 -0.1
C 0.1 -0.1 -0.2
C 0.0 0.0 0.1
C 0.0 0.0 0.0
C 0.0 0.0 0.0
C 0.1 0.0 0.0
N 0.0 0.0 0.0
H 0.0 0.0 -0.1
H 0.0 0.0 0.0
H 0.0 0.0 0.0
H 0.0 0.0 0.0
H 0.0 0.0 0.0
H 0.0 0.1 0.0
H 0.0 0.0 0.0
H 0.0 0.0 0.0
H 0.0 0.0 0.0
H 0.0 0.0 0.1
C 0.0 0.0 0.1
Sb 0.0 0.0 -0.2
C 0.0 0.0 0.0
C -0.1 -0.1 0.1
C -0.1 -0.1 -0.2
C 0.0 0.0 0.0
C 0.0 0.0 0.0
C 0.0 0.0 0.0
C 0.0 0.0 0.1
C 0.0 0.0 0.2
C 0.0 0.0 0.0
Sb -0.3 0.3 -0.1
C -0.1 0.0 0.1
C 0.1 0.1 0.1
H 0.0 0.0 0.0
H 0.0 0.0 0.0
H 0.0 0.0 0.0
H 0.0 0.0 0.0
H 0.0 0.0 0.0
H 0.0 0.0 0.0
H 0.1 0.0 0.0
H -0.1 0.1 0.0
H 0.0 0.0 0.0
H 0.0 0.0 0.0
H 0.0 0.0 0.0
H 0.0 0.0 0.0
H 0.0 0.0 0.1
H 0.1 0.0 -0.1
H 0.0 0.0 0.0
H 0.0 0.0 0.0
H 0.0 0.0 0.0
H 0.0 0.0 0.0
H 0.0 0.0 0.0
H 0.0 0.0 -0.1
C 0.2 -0.1 -0.1
C -0.1 0.0 0.0
C 0.0 0.0 0.0
C 0.0 0.0 0.0
C 0.0 0.0 0.0
C 0.0 0.0 0.0
C 0.0 0.0 0.0
H 0.0 0.0 0.0
H 0.0 0.0 0.0
H 0.0 0.0 0.0
H 0.0 0.0 0.0
H 0.0 0.0 0.0
H 0.0 0.0 0.0
H 0.0 0.0 0.0

Output
ΔE to the lowest compared entry with this formula, charge and spin: 0.676 eV
E_tot: -55572.9756 eV
HOMO level: -13.112 eV
strongest force on any atom: 0.011 hartree/bohr
lowest unoccupied orbital energy: -7.19 eV
net charge: +2


Formula: C31H37N7O6SiTl
Source: the OMol25 dataset
Level of theory: ωB97M-V/def2-TZVPD

Geometry (Å):
Tl 1.61845 0.94875 0.81024
C -1.10308 3.50041 2.41722
N -0.32980 2.28833 2.56141
C -0.21861 1.80542 3.73392
C 0.37255 0.53459 4.01478
C 0.56593 -0.03341 5.27327
C 1.12623 -1.29885 5.04902
C 1.23475 -1.42456 3.66725
N 0.78704 -0.32061 3.02783
C -2.59601 3.23871 2.35321
C -3.48397 4.31127 2.36893
C -4.85157 4.10587 2.28830
C -5.35637 2.81482 2.19728
C -4.47961 1.74142 2.18875
C -3.10843 1.94901 2.26305
H -0.80931 3.98255 1.47864
H -0.89778 4.22316 3.22175
H -0.60719 2.34680 4.61118
H 0.31839 0.42260 6.21968
H 1.40165 -2.03759 5.78463
H 1.61895 -2.26386 3.10407
H -3.09564 5.32103 2.44463
H -5.52533 4.95336 2.30259
H -6.42436 2.64991 2.13980
H -4.86063 0.72962 2.12402
H -2.43088 1.10669 2.25106
C 4.33323 -0.12757 3.95526
C 4.24991 -1.04132 2.78593
N 3.64534 -0.76554 1.65202
C 3.73148 -1.89185 0.88141
C 4.42718 -2.85878 1.55424
N 4.74479 -2.29805 2.76501
C 4.86172 -4.24649 1.27111
O 4.56498 -4.72679 0.08978
O 5.47182 -4.86297 2.12574
C 3.08682 -1.96991 -0.45909
O 3.18710 -3.07237 -1.06164
O 2.47210 -0.96907 -0.85056
H 4.28639 0.90136 3.60507
H 5.26221 -0.27029 4.50752
H 3.48609 -0.29578 4.62681
H 5.25004 -2.79707 3.48092
H 4.06745 -4.01225 -0.48763
C -3.21997 -0.96716 -0.62233
C -2.02725 -0.05888 -0.62546
N -1.08734 -0.07733 0.22807
O -1.22592 -1.06620 1.17636
C -1.95302 1.06169 -1.59149
C -2.92615 2.18326 -1.47279
N -1.03422 1.16327 -2.50887
O -0.84664 2.23357 -3.16959
H -2.97536 -1.91675 -0.15438
H -3.55678 -1.13877 -1.64367
H -4.04035 -0.51174 -0.05942
H -0.52963 -0.83369 1.85751
H -3.89010 1.79694 -1.13683
H -3.03355 2.68731 -2.43187
H -2.59658 2.92213 -0.73390
C 2.23776 1.89027 -3.18399
Si 1.08218 0.70931 -4.04776
C 0.39260 1.41313 -5.63958
C 1.96389 -0.86737 -4.52174
N -0.16088 0.14003 -2.88917
C -0.76279 -1.14100 -3.06787
C -0.19623 -2.24058 -2.44384
C -0.74424 -3.49965 -2.64838
C -1.85942 -3.65445 -3.45994
C -2.42057 -2.54856 -4.08871
C -1.86633 -1.29233 -3.90216
H 2.61065 2.63904 -3.88566
H 3.08317 1.34235 -2.76632
H 1.73143 2.41714 -2.37657
H 1.23607 1.59575 -6.31055
H -0.14485 2.34664 -5.48150
H -0.26777 0.70246 -6.14052
H 2.94630 -0.61305 -4.92644
H 1.42247 -1.42608 -5.28865
H 2.13377 -1.50800 -3.66256
H 0.67839 -2.09313 -1.81815
H -0.29576 -4.35653 -2.16294
H -2.28803 -4.63700 -3.60921
H -3.28099 -2.66751 -4.73521
H -2.28200 -0.41928 -4.39235

Force components x, y, z for each atom (eV/Å):
Tl 0.1 0.1 -0.1
C 0.1 0.0 -0.1
N -0.2 0.0 -0.2
C 0.0 0.2 0.2
C 0.1 -0.1 0.2
C 0.0 0.0 0.0
C -0.1 0.0 0.0
C 0.0 0.0 -0.1
N -0.1 -0.2 -0.2
C 0.0 0.0 0.0
C 0.0 0.0 0.0
C 0.0 0.0 0.0
C 0.0 0.0 0.0
C 0.0 0.0 0.0
C 0.0 0.0 0.0
H 0.0 0.0 0.0
H -0.1 -0.1 0.0
H 0.0 0.0 0.0
H 0.0 0.0 0.0
H 0.0 0.0 0.0
H 0.0 0.0 0.0
H 0.0 0.0 0.0
H 0.0 0.0 0.0
H 0.0 0.0 0.0
H 0.0 0.0 0.0
H 0.0 0.0 0.0
C 0.0 0.0 0.0
C 0.0 0.1 0.0
N 0.1 0.1 0.1
C 0.2 0.0 0.1
C 0.0 -0.2 0.1
N 0.0 0.0 0.0
C 0.0 -0.1 -0.3
O 0.5 -0.2 0.4
O 0.0 0.0 0.1
C 0.0 -0.2 0.2
O 0.0 0.1 -0.6
O -0.4 0.3 -0.3
H 0.0 0.0 0.0
H 0.0 0.0 0.0
H 0.0 0.0 0.0
H 0.0 0.0 0.0
H -0.5 0.0 0.2
C 0.0 0.0 0.0
C 0.0 0.0 -0.3
N 0.2 -0.2 0.3
O 0.2 0.2 0.3
C 0.1 -0.1 -0.1
C -0.1 0.0 0.1
N -0.1 -0.1 0.0
O 0.0 0.4 -0.1
H 0.0 0.0 0.0
H 0.0 0.0 0.0
H 0.0 0.0 0.0
H -0.2 -0.1 -0.3
H 0.0 0.0 0.0
H 0.0 0.0 0.0
H 0.0 0.0 0.0
C 0.0 0.0 0.0
Si 0.0 0.1 0.0
C 0.1 0.1 -0.1
C 0.1 0.1 0.0
N -0.3 0.1 0.2
C 0.0 -0.1 0.1
C 0.1 -0.1 0.1
C 0.0 0.0 0.0
C 0.0 0.0 0.0
C 0.0 0.0 0.0
C -0.1 0.0 0.0
H 0.0 0.0 0.0
H 0.0 0.0 0.1
H 0.0 0.0 0.0
H 0.0 0.0 -0.1
H 0.1 -0.1 0.0
H 0.0 0.0 0.0
H 0.0 0.0 -0.1
H 0.0 0.0 0.1
H 0.1 -0.1 0.2
H -0.1 0.0 0.0
H 0.0 0.0 0.0
H 0.0 0.0 0.0
H 0.0 0.0 0.0
H 0.0 0.0 0.0

Output
ΔE to the lowest compared entry with this formula, charge and spin: 0.000 eV
E_tot: -68037.4648 eV
HOMO level: -5.144 eV
strongest force on any atom: 0.013 hartree/bohr
lowest unoccupied orbital energy: 2.39 eV
net charge: -1


The records above yield Kohn-Sham gap values of 5.92; 7.53 eV, respectively.